a:
Density functional theory data (ωB97M-V/def2-TZVPD) for a 2-piece molecular cluster, C3H6NO4 overall.

Last column: Mulliken charge in e.
Element x y z (Å)
O 2.43 0.38 -1.61  -0.53
C 1.35 0.53 -1.10  0.10
C 1.20 0.51 0.41  -0.50
N 0.29 -0.41 1.02  -0.19
C -1.09 -0.14 1.29  0.40
O -1.66 -1.04 1.95  -0.77
O -1.54 0.95 0.86  -0.71
H 0.44 0.68 -1.71  0.38
H 2.21 0.34 0.77  0.33
H 0.94 1.50 0.78  0.27
H 0.52 -1.39 1.08  0.22
H -1.24 -1.08 -0.81  0.34
H -2.17 -0.03 -1.32  0.34
O -1.67 -0.80 -1.62  -0.69

Multiplicity: 1
LUMO: 3.8 eV
HOMO level: -4.581 eV
Charge: -1


b:
Density functional theory data (ωB97M-V/def2-TZVPD) for an isolated ion of composition C3H6NO4 and charge -1.

Last column: Mulliken charge in e.
Element x y z (Å)
O -0.67 0.07 -1.68  -0.72
C -0.01 0.79 -0.90  0.43
O -0.36 2.15 -0.71  -0.53
C 1.05 0.47 0.03  -0.16
C 0.85 -0.88 0.75  -0.61
O -0.20 -0.92 1.68  -0.31
N -1.63 -0.73 1.20  -0.48
O -1.83 -1.47 0.11  -0.37
H -1.19 2.50 -1.20  0.33
H 1.02 1.38 0.82  0.19
H 2.02 0.42 -0.44  0.28
H 0.68 -1.54 -0.14  0.25
H 1.81 -1.17 1.28  0.36
H -1.52 -1.07 -0.80  0.32

Multiplicity: 1
LUMO: 3.6 eV
HOMO level: -1.069 eV
Charge: -1
SMILES string: O=C(O)CCO[N-]O


The computed energies, referenced to the most stable structure and given in kcal/mol, are a 0.0; b 139.5.


a:
Density functional theory data (ωB97M-V/def2-TZVPD) for one molecule with the formula C5H8BrI.

Last column: Mulliken charge in e.
Element x y z (Å)
C -0.20 -1.28 2.04  -0.46
C 0.25 -0.96 0.82  0.08
Br 0.97 -2.30 -0.35  -0.18
C 0.07 0.62 -0.09  0.18
C 1.30 0.95 -0.84  -1.42
C -1.06 0.42 -0.96  -1.28
I -2.81 -0.06 0.02  0.08
H -0.27 -2.29 2.42  0.29
H -0.91 -0.51 2.55  0.22
H -0.33 1.34 0.65  0.36
H 1.55 0.12 -1.63  0.28
H 2.14 0.99 -0.11  0.30
H 1.34 1.84 -1.37  0.51
H -1.18 1.36 -1.43  0.52
H -0.88 -0.25 -1.73  0.53

Multiplicity: 1
LUMO: 0.5 eV
HOMO level: -9.087 eV
Charge: 0
SMILES string: C=C(Br)[C@@H](C)CI


b:
Density functional theory data (ωB97M-V/def2-TZVPD) for a 2-piece molecular cluster, C5H8BrI overall.

Last column: Mulliken charge in e.
Element x y z (Å)
C -1.40 -0.89 -2.68  -0.18
C -0.90 0.09 -0.27  -0.51
C 0.84 -1.10 0.27  -1.39
C 0.80 1.12 1.49  -1.54
C 0.44 0.33 0.24  0.85
Br -3.17 -0.33 -2.72  -0.05
I -2.50 0.42 1.02  0.14
H -0.69 -0.05 -2.65  0.19
H 1.98 -1.21 0.53  0.32
H 0.64 -1.42 -0.77  0.44
H 0.22 -1.70 0.80  0.41
H 0.71 2.11 1.15  0.43
H 1.77 0.81 1.73  0.37
H 0.21 1.04 2.41  0.37
H 1.06 0.77 -0.56  0.16

Multiplicity: 1
LUMO: -1.0 eV
HOMO level: -8.233 eV
Charge: 0


The computed energies, referenced to the most stable structure and given in kcal/mol, are a 0.0; b 129.7.


a:
Density functional theory data (ωB97M-V/def2-TZVPD) for a 3-piece molecular cluster, H3NOS overall.

Last column: Mulliken charge in e.
Element x y z (Å)
N 0.71 -0.48 0.40  -0.21
O -0.88 -0.59 -1.61  -0.49
S 0.65 -0.52 -1.02  0.33
H 0.14 1.24 1.97  0.05
H 0.90 1.67 1.57  -0.03
H -1.53 -1.31 -1.31  0.36

Multiplicity: 1
LUMO: -0.4 eV
HOMO level: -10.329 eV
Charge: 0


b:
Density functional theory data (ωB97M-V/def2-TZVPD) for a 2-piece molecular cluster, H3NOS overall.

Last column: Mulliken charge in e.
Element x y z (Å)
N -1.65 0.89 0.29  -0.50
O 1.90 -0.80 0.31  -0.39
S 1.32 0.62 -0.19  0.09
H -1.72 -0.03 0.71  0.21
H -1.82 0.76 -0.71  0.22
H 1.97 -1.43 -0.41  0.36

Multiplicity: 1
LUMO (alpha / beta): -2.6 / -2.6 eV
HOMO level (alpha / beta): -8.886 / -8.888 eV
Charge: 0


The computed energies, referenced to the most stable structure and given in kcal/mol, are a 0.0; b 26.0.